This record from the OMol25 dataset describes 16 unconnected molecules or ions with the total composition C39H115N5O24. The level of theory is ωB97M-V with the def2-TZVPD basis set.

The geometry in ORCA input format:
```
! RIJCOSX wB97M-V def2-TZVPD def2/J DEFGRID3
* xyz 0 1
H -21.538 -4.825 -13.933
C -12.436 -9.091 -7.698
C -22.057 -12.263 -13.898
H -18.931 -8.352 -14.603
H -23.666 -12.397 -12.928
H -23.989 -8.720 -10.200
H -18.515 -14.634 -5.712
C -16.032 -17.070 -9.620
H -21.838 -13.219 -13.406
C -18.994 -16.935 -12.374
H -15.323 -12.684 -13.540
C -19.366 -4.647 -10.899
H -20.711 -13.954 -5.743
C -16.794 -8.736 -6.003
C -14.307 -12.211 -6.418
H -16.913 -7.624 -7.710
O -20.001 -8.640 -8.430
H -18.173 -7.824 -4.534
H -21.906 -16.432 -7.361
H -21.255 -11.712 -11.860
H -16.215 -13.266 -7.854
H -19.004 -6.764 -11.020
H -19.735 -5.361 -12.605
C -21.260 -7.422 -13.925
H -22.841 -14.651 -7.192
N -22.460 -5.236 -14.133
H -17.528 -17.088 -8.031
C -23.954 -9.476 -10.993
O -20.223 -14.908 -3.735
C -12.812 -9.311 -9.161
C -14.324 -12.853 -10.696
H -14.580 -8.436 -9.414
H -23.736 -13.429 -6.250
H -20.651 -5.769 -6.319
H -19.063 -15.943 -6.705
H -18.241 -16.188 -12.371
H -21.581 -11.004 -9.397
C -23.826 -15.368 -11.226
H -15.811 -16.434 -10.497
O -18.115 -15.705 -9.260
H -18.800 -12.889 -10.940
H -17.022 -9.373 -11.570
C -17.319 -12.021 -13.753
H -20.342 -15.591 -9.180
O -24.928 -15.408 -10.249
H -25.566 -14.815 -10.555
O -24.774 -14.020 -13.020
H -16.942 -12.632 -10.785
H -24.594 -9.115 -11.797
H -18.666 -7.623 -6.242
H -19.972 -13.741 -11.589
C -20.286 -16.438 -12.995
H -15.900 -8.949 -7.822
H -16.440 -15.685 -7.969
H -19.392 -5.832 -8.699
H -19.835 -11.040 -5.264
H -13.830 -7.764 -7.598
H -22.843 -12.983 -7.785
O -20.656 -6.015 -7.254
H -17.072 -11.112 -14.388
H -23.105 -18.536 -8.222
H -20.369 -4.657 -10.435
H -19.458 -10.240 -12.496
C -17.515 -9.570 -10.640
H -20.955 -15.279 -3.260
H -23.890 -7.258 -15.035
H -21.385 -12.692 -9.660
H -14.814 -12.987 -5.831
H -21.478 -8.295 -13.290
H -18.948 -19.054 -6.389
C -20.584 -17.901 -8.172
H -13.311 -12.083 -6.032
O -18.596 -12.640 -14.027
H -23.192 -14.482 -11.050
H -17.545 -5.827 -10.667
C -20.856 -11.737 -9.743
O -23.062 -11.666 -13.135
O -24.633 -13.998 -7.906
H -20.564 -18.382 -9.095
H -14.346 -13.510 -11.578
H -19.059 -12.633 -13.154
O -19.935 -6.877 -13.590
H -18.858 -16.911 -10.383
H -21.170 -7.670 -15.000
H -20.314 -20.333 -6.110
O -19.388 -4.507 -12.313
C -18.808 -7.293 -14.374
O -22.674 -9.536 -11.499
H -17.972 -7.138 -13.682
H -17.312 -11.737 -12.699
H -14.887 -11.258 -6.360
H -19.647 -17.362 -8.054
H -22.524 -6.510 -12.414
H -21.509 -7.565 -9.498
H -22.805 -17.803 -9.827
H -23.210 -4.654 -13.758
H -25.456 -14.066 -13.679
H -20.649 -16.602 -4.959
H -23.659 -15.731 -13.422
N -16.748 -13.556 -10.356
H -16.472 -14.134 -11.098
H -19.394 -7.884 -8.481
O -18.425 -10.623 -10.642
H -19.517 -20.219 -7.692
C -20.369 -11.652 -11.181
H -22.718 -10.285 -12.156
H -14.592 -11.811 -10.884
H -19.986 -16.096 -13.988
C -19.829 -15.926 -4.688
C -23.775 -7.265 -13.969
H -12.912 -9.870 -7.141
H -14.332 -16.645 -8.769
C -18.856 -11.488 -4.934
H -17.996 -8.653 -10.289
H -17.296 -6.563 -5.454
H -20.031 -11.827 -9.068
C -21.610 -7.128 -7.374
C -21.314 -8.104 -8.516
C -23.434 -13.740 -7.246
C -19.829 -19.636 -6.814
H -15.839 -11.657 -8.501
H -22.106 -8.871 -8.396
C -21.714 -16.891 -8.323
O -20.873 -18.746 -7.105
H -11.389 -9.054 -7.506
H -20.887 -17.313 -13.127
O -18.577 -6.106 -9.075
O -14.767 -17.490 -8.990
H -24.299 -10.411 -10.547
O -14.243 -9.358 -9.316
H -22.288 -12.495 -14.955
C -24.373 -15.386 -12.638
H -24.579 -14.662 -8.618
O -17.795 -10.546 -5.012
H -16.009 -8.852 -5.254
H -16.945 -10.803 -6.957
H -21.131 -11.713 -13.838
C -16.225 -13.090 -13.899
C -18.588 -5.908 -10.496
H -13.335 -12.827 -10.226
H -23.251 -16.255 -11.019
H -15.074 -14.419 -9.490
O -20.435 -14.502 -6.492
H -18.848 -3.812 -10.404
N -21.330 -15.796 -9.330
H -12.354 -8.590 -9.843
H -17.767 -14.823 -9.666
O -19.170 -17.478 -11.105
H -24.719 -6.966 -13.536
O -16.492 -14.288 -13.193
H -21.150 -15.712 -11.435
C -17.783 -7.608 -5.532
H -20.151 -9.571 -10.962
C -22.456 -6.564 -13.534
C -15.451 -12.701 -8.427
C -19.346 -15.250 -5.937
H -16.633 -9.917 -10.024
O -14.188 -12.593 -7.746
H -23.721 -8.343 -13.657
H -21.760 -14.958 -8.883
C -15.370 -13.398 -9.732
H -21.464 -7.729 -6.492
H -18.743 -6.694 -15.299
O -12.900 -7.804 -7.378
H -12.546 -10.319 -9.431
H -18.563 -17.687 -13.106
C -16.964 -16.361 -8.647
H -18.394 -9.884 -6.940
H -16.526 -17.952 -9.965
H -25.215 -16.054 -12.670
C -19.584 -10.404 -11.406
H -18.933 -11.730 -3.868
C -22.942 -17.600 -8.795
H -18.560 -12.234 -5.636
O -20.979 -15.421 -12.354
N -19.572 -12.802 -11.582
C -17.535 -10.060 -6.294
H -19.017 -16.454 -4.207
H -17.442 -14.428 -13.375
H -22.631 -6.772 -7.406
N -16.150 -8.166 -7.254
H -23.849 -17.025 -8.748
H -16.019 -13.291 -15.004
*
```

The calculation puts the orbital gap at 9.47 eV. Its HOMO energy is -0.336 Ha. The value obtained for the lowest unoccupied orbital energy is 0.32 eV.

=====

This record from the OMol25 dataset describes a molecular structure, C4H8BF4ORb. The level of theory is ωB97M-V with the def2-TZVPD basis set.

The geometry in ORCA input format:
```
! RIJCOSX wB97M-V def2-TZVPD def2/J DEFGRID3
* xyz 0 1
F -3.183 4.320 -0.781
H 1.383 -3.517 0.688
Rb -1.336 1.660 0.238
F -2.265 2.944 -2.246
B -2.823 4.189 -2.059
F -1.980 5.231 -2.374
C 0.869 -1.845 -0.538
C 1.807 -2.528 0.513
H 2.487 -0.784 1.355
C 1.819 -1.604 1.617
H 1.562 -1.351 -1.219
O 0.143 -0.905 0.259
C 0.384 -1.080 1.585
H 2.107 -2.029 2.578
H 0.382 -0.108 2.080
H -0.357 -1.737 2.041
H 0.137 -2.532 -0.963
H 2.798 -2.615 0.067
F -3.935 4.291 -2.840
*
```

The calculation puts the orbital gap at 9.62 eV. The calculation puts the relative energy (zero: lowest compared OMol25 entry of this formula, charge and spin) at 60.2 kJ/mol. Its HOMO energy is -0.383 Ha. The value obtained for the lowest unoccupied orbital energy is -0.82 eV.

=====

This record from the OMol25 dataset describes 2 unconnected molecules or ions with the total composition C5H13N2S. The level of theory is ωB97M-V with the def2-TZVPD basis set.

The geometry in ORCA input format:
```
! RIJCOSX wB97M-V def2-TZVPD def2/J DEFGRID3
* xyz 1 1
H 1.612 -1.180 -1.487
H 1.161 3.239 1.227
S -1.734 0.155 0.456
C 0.815 2.630 0.450
C 1.609 1.408 0.521
H -4.185 0.421 -0.427
C 1.898 -0.941 0.588
H -0.160 2.408 0.486
C 1.532 -1.769 -0.632
H -4.000 -0.995 0.708
H -2.227 -1.937 -0.771
H 1.864 -1.569 1.473
H -2.587 -0.619 -1.911
H 2.253 -2.616 -0.666
C -2.463 -0.873 -0.902
N -3.629 -0.430 -0.094
N 1.096 0.230 0.650
H 2.900 -0.401 0.429
H 2.645 1.593 0.706
H 1.128 3.269 -0.388
H 0.473 -2.022 -0.418
*
```

The calculation puts the orbital gap (alpha / beta) at 7.83 / 7.83 eV. The calculation puts the relative energy (zero: lowest compared OMol25 entry of this formula, charge and spin) at 328.4 kJ/mol. Its HOMO energy (alpha / beta) is -0.481 / -0.481 Ha. The value obtained for the lowest unoccupied orbital energy (alpha / beta) is -5.26 / -5.26 eV.

=====

This record from the OMol25 dataset describes 3 unconnected molecules or ions with the total composition C15H34ClNO10P2. The level of theory is ωB97M-V with the def2-TZVPD basis set.

The geometry in ORCA input format:
```
! RIJCOSX wB97M-V def2-TZVPD def2/J DEFGRID3
* xyz 0 1
O -0.782 2.823 -5.139
O 2.119 -1.973 -0.157
H -2.644 -2.055 1.701
H -2.691 -2.427 3.422
H 0.962 0.190 0.664
P 3.209 5.748 -4.171
C -2.541 -5.057 3.039
H -4.547 -4.771 3.726
H -5.081 -3.188 5.304
H -3.946 -2.929 6.644
C -0.746 -2.562 2.487
H 3.391 -3.512 0.401
O -2.684 -4.019 2.082
H 4.157 4.717 -4.339
H -1.464 6.832 -2.731
C 1.166 -3.397 3.557
H -3.617 -5.992 4.638
C 0.393 5.477 -3.475
H 1.816 -0.509 -2.026
O 1.062 4.129 -5.112
H 1.327 -4.154 2.780
O 2.244 1.061 -0.724
C -0.125 3.642 -4.600
H -0.491 -1.493 2.450
C 2.027 0.345 0.484
H -0.315 -3.063 1.613
C 1.607 0.553 -1.889
H 3.804 -0.812 0.173
C -3.564 -5.008 4.151
H 1.741 -2.495 3.316
H 1.904 4.011 -3.292
C 0.121 0.828 -1.943
H -1.526 -5.092 3.439
Cl 0.352 8.038 -5.358
H -0.068 1.854 -1.602
H -0.228 0.728 -2.980
H 1.513 -3.796 4.508
C 1.641 4.810 -3.989
P -0.717 6.404 -4.720
H 3.406 6.255 -2.870
C -4.302 -3.657 5.918
H 3.787 -2.700 -1.145
H -2.478 0.550 -1.714
H 2.855 -1.274 1.618
N 3.271 6.889 -5.242
H -2.368 -0.392 -0.212
O -0.592 -0.097 -1.142
H 0.505 5.966 -2.522
C 2.791 -0.956 0.567
H 2.072 1.089 -2.720
H -1.819 1.296 -0.225
H 2.382 -3.778 -1.039
O -0.379 4.250 -3.391
C -1.880 0.372 -0.813
H -2.707 -5.980 2.480
H 3.482 7.754 -4.765
H 2.402 1.001 1.271
O -0.204 -3.101 3.684
C 2.972 -3.042 -0.496
O -3.205 -4.045 5.125
C -2.249 -2.723 2.469
H -4.725 -4.515 6.454
O -1.799 6.953 -3.624
*
```

The calculation puts the orbital gap at 9.40 eV. The calculation puts the relative energy (zero: lowest compared OMol25 entry of this formula, charge and spin) at 7.2 kJ/mol. Its HOMO energy is -0.339 Ha. The value obtained for the lowest unoccupied orbital energy is 0.19 eV.

=====

no.,energy (eV)
1,-98890.648
2,-18533.001
3,-19201.466
4,-69167.015